No. 1
A structure of composition C29H46InN4O4S2SbTe at a distorted geometry. Source: the OMol25 dataset; level of theory: ωB97M-V with the def2-TZVPD basis set.

relative energy (zero: lowest compared OMol25 entry of this formula, charge and spin): 74.7 kJ/mol
DFT total energy: -85632.5107 eV
HOMO: -12.72 eV
total charge: +2

Geometry (Å):
In 0.79 0.13 -0.57
O -1.43 1.53 -4.47
C -0.94 1.31 -3.26
O -0.72 0.21 -2.79
C -0.66 2.57 -2.51
C -0.73 3.84 -3.07
C -0.36 4.92 -2.28
C 0.06 4.70 -0.98
C 0.08 3.39 -0.51
N -0.28 2.36 -1.25
C 0.49 2.95 0.88
O 0.38 3.81 1.88
O 0.50 1.75 1.14
H -1.53 0.68 -4.93
H -1.04 3.97 -4.09
H -0.38 5.92 -2.68
H 0.39 5.53 -0.36
H 0.11 4.69 1.58
C 2.85 -1.58 -5.60
S 2.54 0.08 -4.96
C 2.41 -0.21 -3.26
S 2.24 1.25 -2.31
N 2.46 -1.42 -2.79
N 2.29 -1.37 -1.42
C 2.96 -2.15 -0.68
C 2.95 -1.85 0.77
C 3.61 -2.65 1.68
C 3.68 -2.24 3.00
C 3.10 -1.04 3.36
C 2.45 -0.30 2.38
N 2.35 -0.69 1.11
H 3.11 -1.44 -6.64
H 1.97 -2.20 -5.50
H 3.69 -2.03 -5.07
H 3.64 -2.89 -1.09
H 4.07 -3.57 1.34
H 4.19 -2.85 3.74
H 3.15 -0.66 4.37
H 2.00 0.66 2.62
C 4.50 4.84 -0.07
Te 3.47 3.11 0.58
C 3.51 3.61 2.65
H 3.93 5.73 0.19
H 4.62 4.78 -1.15
H 5.47 4.86 0.40
H 4.44 3.25 3.09
H 2.66 3.14 3.14
H 3.43 4.69 2.75
C -0.82 -0.73 3.42
C -1.26 -1.88 2.51
C -0.16 -2.94 2.42
C -2.54 -2.49 3.08
Sb -1.57 -1.09 0.50
C -3.34 0.18 0.56
C -4.58 -0.69 0.70
C -3.23 1.14 1.74
C -3.41 0.98 -0.75
C -1.96 -2.77 -0.84
C -2.75 -2.31 -2.07
C -0.59 -3.28 -1.29
C -2.74 -3.88 -0.14
H -0.52 -1.15 4.38
H -1.63 -0.03 3.61
H 0.02 -0.17 3.02
H 0.11 -3.25 3.43
H 0.74 -2.57 1.94
H -0.49 -3.83 1.89
H -2.29 -2.96 4.03
H -2.97 -3.26 2.44
H -3.30 -1.73 3.28
H -4.58 -1.27 1.63
H -4.72 -1.38 -0.13
H -5.46 -0.04 0.73
H -3.36 0.63 2.69
H -4.05 1.87 1.66
H -2.29 1.70 1.76
H -3.52 0.34 -1.62
H -2.53 1.60 -0.88
H -4.28 1.63 -0.70
H -2.25 -1.51 -2.61
H -3.76 -2.00 -1.83
H -2.83 -3.16 -2.75
H -0.05 -2.54 -1.88
H -0.73 -4.15 -1.94
H 0.04 -3.59 -0.46
H -3.69 -3.53 0.27
H -2.17 -4.35 0.66
H -2.96 -4.66 -0.87



No. 2
A cluster of 2 separate species, C4H12NO2 in total at a distorted geometry. Source: the OMol25 dataset; level of theory: ωB97M-V with the def2-TZVPD basis set.

relative energy (zero: lowest compared OMol25 entry of this formula, charge and spin): 475.4 kJ/mol
DFT total energy: -9917.3024 eV
HOMO (spin up / spin down): -11.26 / -11.42 eV
total charge: +1

Geometry (Å):
C -0.42 1.08 -2.32
C 0.29 0.03 1.90
C 0.41 0.39 -1.29
C -0.77 0.42 0.91
N 1.09 -1.20 1.60
O 0.76 -0.91 -1.52
O -1.70 -0.61 0.91
H -1.52 1.24 -2.21
H -0.06 2.10 -2.30
H -0.24 0.64 -3.28
H 0.91 1.04 2.10
H -0.06 -0.35 2.87
H 1.30 0.93 -1.02
H -1.04 1.40 0.62
H 1.75 -1.49 2.39
H 1.38 -1.17 0.62
H 0.38 -2.00 1.53
H 0.13 -1.36 -2.16
H -2.59 -0.18 0.65



No. 3
A cluster of 2 separate species, C3H8S in total. Source: the OMol25 dataset; level of theory: ωB97M-V with the def2-TZVPD basis set.

relative energy (zero: lowest compared OMol25 entry of this formula, charge and spin): 361.8 kJ/mol
DFT total energy: -14072.1718 eV
HOMO: -9.26 eV

Geometry (Å):
C -0.14 -1.23 -0.18
C -0.75 0.13 -0.41
S 2.69 -0.06 -0.18
C -0.11 1.12 0.53
H -0.10 -1.53 0.87
H 0.94 -1.14 -0.47
H -0.54 -2.08 -0.73
H -1.83 0.10 -0.33
H -0.46 0.44 -1.42
H -0.25 0.93 1.60
H 0.99 1.16 0.38
H -0.44 2.15 0.34



No. 4
An isolated molecule of C11H13N2P at a distorted geometry. Source: the OMol25 dataset; level of theory: ωB97M-V with the def2-TZVPD basis set.

relative energy (zero: lowest compared OMol25 entry of this formula, charge and spin): 313.2 kJ/mol
DFT total energy: -23881.9642 eV
HOMO: -9.00 eV

Geometry (Å):
C -1.93 0.24 -1.49
N -0.65 0.24 -1.52
C -0.09 0.05 -0.19
C 1.42 0.23 -0.38
C 2.13 -0.55 -1.21
C 3.49 -0.71 -1.05
C 4.14 -0.08 -0.09
C 3.38 0.71 0.74
N 2.11 0.93 0.64
C -0.85 1.14 0.66
C -2.35 0.83 0.74
C -2.77 -0.08 -0.35
C -2.53 -1.56 0.54
P -0.59 -1.56 0.62
H -2.36 0.70 -2.39
H 1.64 -1.08 -2.08
H 4.04 -1.40 -1.71
H 5.06 -0.36 0.34
H 3.88 1.39 1.43
H -0.44 1.18 1.77
H -0.61 2.15 0.25
H -2.51 0.54 1.81
H -2.89 1.85 0.72
H -3.83 -0.15 -0.55
H -2.91 -2.42 0.15
H -3.50 -1.21 0.75
H -0.49 -1.02 1.85



No. 5
A structure of composition C4H5LiO2 at a distorted geometry. Source: the OMol25 dataset; level of theory: ωB97M-V with the def2-TZVPD basis set.

relative energy (zero: lowest compared OMol25 entry of this formula, charge and spin): 317.5 kJ/mol
DFT total energy: -8524.7667 eV
HOMO: -5.58 eV

Geometry (Å):
H 4.84 -1.26 0.31
O 2.32 0.59 0.05
C 1.19 0.00 -0.03
C -0.06 0.57 -0.04
C -1.26 -0.25 -0.20
C -2.50 0.15 -0.23
O -3.64 0.50 -0.29
Li -5.12 1.17 0.63
H 4.35 -0.67 0.18
H 1.20 -1.12 -0.14
H -0.17 1.66 0.06
H -1.16 -1.34 -0.29



No. 6
A cluster of 8 separate species, C23H37Cl3O24S3 in total at a distorted geometry. Source: the OMol25 dataset; level of theory: ωB97M-V with the def2-TZVPD basis set.

relative energy (zero: lowest compared OMol25 entry of this formula, charge and spin): 0.0 kJ/mol
DFT total energy: -143659.9178 eV
HOMO: -10.63 eV

Geometry (Å):
C -16.09 -8.51 -18.42
C -17.19 -8.93 -19.40
C -18.64 -8.86 -18.94
O -19.30 -7.97 -19.85
C -18.42 -7.63 -20.82
O -18.69 -7.09 -21.84
O -17.18 -8.03 -20.51
H -16.47 -7.56 -18.03
H -15.22 -8.32 -19.03
H -15.96 -9.23 -17.62
H -17.00 -9.93 -19.79
H -18.55 -8.47 -17.93
H -19.13 -9.83 -19.03
C -13.65 -12.31 -14.90
C -13.65 -13.81 -14.75
C -14.90 -14.45 -14.17
O -15.26 -15.46 -15.10
C -14.55 -15.36 -16.23
O -14.43 -16.20 -17.07
O -13.70 -14.30 -16.12
H -14.51 -11.92 -15.44
H -12.72 -11.86 -15.24
H -13.67 -11.86 -13.89
H -12.70 -14.25 -14.43
H -15.70 -13.72 -14.02
H -14.61 -14.94 -13.24
C -12.81 -13.40 -24.97
C -12.07 -12.34 -24.19
C -12.54 -12.19 -22.70
O -11.54 -13.01 -22.07
C -10.43 -13.19 -22.83
O -9.45 -13.70 -22.44
O -10.73 -12.80 -24.09
H -13.89 -13.27 -24.78
H -12.74 -14.45 -24.67
H -12.68 -13.39 -26.05
H -12.01 -11.36 -24.66
H -13.55 -12.51 -22.51
H -12.28 -11.15 -22.49
C -11.04 -9.24 -13.29
C -9.76 -8.44 -13.55
C -9.01 -7.91 -12.29
O -7.74 -8.45 -12.47
C -7.73 -9.44 -13.40
O -6.80 -10.16 -13.60
O -8.84 -9.38 -14.11
H -11.36 -9.91 -14.09
H -11.92 -8.60 -13.19
H -10.88 -9.86 -12.40
H -9.91 -7.66 -14.30
H -9.52 -8.19 -11.37
H -9.05 -6.82 -12.38
O -11.08 -14.24 -17.61
S -10.12 -15.30 -17.43
O -8.74 -15.10 -17.74
O -10.19 -16.22 -16.08
C -11.04 -17.36 -16.22
C -11.37 -17.57 -17.68
O -10.61 -16.55 -18.37
H -10.49 -18.15 -15.71
H -11.91 -17.19 -15.58
H -12.39 -17.24 -17.87
H -11.15 -18.56 -18.08
O -10.64 -8.61 -16.97
S -11.80 -9.42 -17.12
O -12.81 -9.48 -16.12
O -12.65 -9.12 -18.50
C -12.59 -10.29 -19.36
C -12.27 -11.47 -18.45
O -11.37 -10.98 -17.47
H -13.44 -10.42 -20.02
H -11.66 -10.10 -19.90
H -11.91 -12.39 -18.91
H -13.19 -11.75 -17.93
O -12.61 -5.44 -15.86
S -11.55 -5.01 -16.71
O -10.29 -5.69 -16.68
O -12.11 -4.80 -18.26
C -12.21 -3.44 -18.60
C -12.10 -2.65 -17.30
O -11.28 -3.41 -16.48
H -11.39 -3.20 -19.29
H -13.12 -3.22 -19.17
H -13.15 -2.55 -16.99
H -11.72 -1.64 -17.48
Cl -14.97 -15.98 -22.21
C -13.66 -15.83 -20.96
Cl -13.73 -14.31 -20.12
Cl -12.09 -16.25 -21.70
H -13.78 -16.60 -20.22



No. 7
A cluster of 2 separate species, C5H13N2O in total. Source: the OMol25 dataset; level of theory: ωB97M-V with the def2-TZVPD basis set.

relative energy (zero: lowest compared OMol25 entry of this formula, charge and spin): 277.6 kJ/mol
DFT total energy: -10415.3192 eV
HOMO: -12.84 eV
total charge: +1

Geometry (Å):
C -1.13 -0.22 -2.13
C -0.25 -0.93 -2.82
C -2.11 0.28 -0.03
N -1.54 -0.55 -0.81
H -1.49 0.72 -2.51
H 0.18 -1.87 -2.49
H 0.02 -0.52 -3.78
H -2.26 -0.02 1.00
H -2.37 1.26 -0.38
H -1.09 -1.37 -0.40
C 0.67 1.57 2.07
N 0.74 0.69 0.89
C 1.40 -0.56 1.09
O 0.96 -1.46 0.05
H 0.60 0.99 2.98
H -0.22 2.19 1.96
H 1.55 2.21 2.13
H 1.13 1.19 0.10
H 2.49 -0.47 1.03
H 1.12 -0.99 2.05
H 1.61 -2.15 0.00



No. 8
A cluster of 2 separate species, C7H17NO in total at a distorted geometry. Source: the OMol25 dataset; level of theory: ωB97M-V with the def2-TZVPD basis set.

relative energy (zero: lowest compared OMol25 entry of this formula, charge and spin): 331.5 kJ/mol
DFT total energy: -11069.7024 eV
HOMO: -8.92 eV

Geometry (Å):
C 1.83 -1.81 -0.78
C 0.49 -1.02 -1.23
N 0.55 0.48 -1.14
C 1.72 1.15 -1.75
C 0.40 1.03 0.19
C 1.48 0.66 1.19
O -0.56 1.66 0.54
H 2.78 -1.11 -0.52
H 2.43 -2.21 -1.59
H 1.72 -2.41 0.10
H 0.14 -1.38 -2.19
H -0.29 -1.23 -0.48
H 2.47 0.42 -1.94
H 1.38 2.01 -2.46
H 2.22 1.81 -1.00
H 2.05 1.45 1.70
H 0.82 0.30 2.04
H 2.13 -0.16 0.99
C -2.97 -1.12 0.60
C -2.81 -0.49 2.00
H -3.38 -2.12 0.62
H -3.78 -0.52 0.13
H -2.05 -1.03 0.01
H -3.63 0.25 2.18
H -1.92 0.04 2.31
H -2.99 -1.31 2.69